C24H58O33S7 | ωB97M-V/def2-TZVPD

Each line ends with the Löwdin charge.
CARTESIAN COORDINATES (ANGSTROEM)
C1 -2.9926 4.3824 -2.4222  -0.05
C2 -2.7933 2.8904 -2.0134  -0.27
O1 -2.0318 2.1310 -2.9662  -0.08
H1 -3.5240 4.9729 -1.6962  0.06
H2 -3.6631 4.5194 -3.2739  0.08
H3 -1.9864 4.7744 -2.5703  0.07
H4 -3.7696 2.4361 -1.9281  0.10
H5 -2.2625 2.7657 -1.1074  0.08
H6 -1.2207 2.5893 -3.0112  0.02
C3 -2.2829 -5.7791 -2.6299  -0.10
C4 -1.0996 -5.2463 -3.3234  -0.34
O2 -0.9853 -3.9129 -2.8243  -0.11
H7 -2.1290 -5.7079 -1.5108  0.07
H8 -2.5515 -6.7772 -3.0119  0.08
H9 -3.1937 -5.1909 -2.9589  0.10
H10 -1.2913 -5.2511 -4.4453  0.12
H11 -0.1652 -5.7977 -3.1892  0.11
H12 -0.1524 -3.4499 -3.0956  0.06
C5 -2.7153 -4.7856 0.9059  -0.08
C6 -2.1417 -3.4181 0.9648  -0.28
O3 -2.9074 -2.5003 1.7931  -0.10
H13 -3.5279 -4.8315 0.2089  0.06
H14 -3.0043 -5.1529 1.8734  0.08
H15 -1.9940 -5.4325 0.3830  0.07
H16 -1.9393 -2.9037 -0.0028  0.10
H17 -1.1748 -3.4324 1.4932  0.08
H18 -3.8581 -2.5066 1.7324  0.06
C7 -0.3784 0.8196 0.0715  -0.06
C8 0.5382 0.2690 -0.9880  -0.25
O4 0.2794 -1.1638 -1.0134  -0.11
H19 -0.2869 0.2137 0.9344  0.06
H20 -1.4305 0.9153 -0.2451  0.08
H21 -0.0673 1.7878 0.4103  0.07
H22 1.5856 0.3299 -0.7242  0.11
H23 0.3350 0.6563 -1.9716  0.09
H24 -0.6853 -1.1727 -0.7724  0.08
C9 2.5135 -2.8143 -5.4706  -0.07
C10 1.8770 -1.6331 -4.7654  -0.24
O5 1.2489 -2.0800 -3.4796  -0.12
H25 3.3928 -3.1179 -4.9376  0.07
H26 2.7819 -2.4787 -6.4419  0.07
H27 1.8401 -3.6205 -5.6321  0.06
H28 1.1968 -1.0161 -5.3291  0.10
H29 2.7085 -0.9176 -4.5046  0.12
H30 1.1560 -1.2979 -2.9217  0.04
C11 2.8773 -3.3400 -0.6318  -0.19
C12 2.8930 -2.4680 0.5863  -0.12
O6 2.2091 -3.2735 1.5981  -0.20
S1 1.7937 -4.7076 0.9860  0.60
O7 0.4617 -4.9994 1.3219  -0.21
O8 2.8677 -5.6107 1.2535  -0.22
O9 1.8423 -4.3240 -0.5548  -0.17
H31 3.8536 -3.9214 -0.6059  0.14
H32 2.8531 -2.8895 -1.6250  0.12
H33 2.2689 -1.5856 0.4877  0.11
H34 3.9098 -2.2462 0.9317  0.14
C13 3.0741 4.0306 -2.0347  -0.13
C14 1.5067 4.0062 -1.7870  -0.17
O10 1.0048 3.1685 -2.8325  -0.25
S2 2.0768 3.2681 -4.1114  0.65
O11 1.9220 4.5612 -4.7235  -0.22
O12 1.9326 2.0153 -4.7922  -0.23
O13 3.3554 3.1830 -3.1892  -0.18
H35 3.5625 3.5444 -1.1539  0.13
H36 3.4190 5.0514 -2.1817  0.12
H37 1.0308 4.9857 -1.9143  0.13
H38 1.2451 3.5310 -0.8427  0.11
C15 4.4235 7.5148 2.7023  -0.10
C16 3.0049 8.1675 2.7105  -0.14
O14 2.2157 7.3377 1.8337  -0.19
S3 2.7882 5.8106 1.8318  0.65
O15 2.5915 5.3549 0.5158  -0.21
O16 2.3238 5.0036 2.9609  -0.24
O17 4.3297 6.2078 2.0079  -0.20
H39 4.8167 7.2655 3.6697  0.12
H40 5.1442 8.1473 2.1122  0.14
H41 3.0552 9.1413 2.3059  0.11
H42 2.5849 8.2214 3.7271  0.14
C17 3.5639 1.1080 3.6867  -0.10
C18 2.4552 1.4499 2.5763  -0.09
O18 3.1633 1.6592 1.3008  -0.22
S4 4.7466 1.4947 1.5629  0.51
O19 5.3479 2.7216 1.8446  -0.19
O20 5.2738 0.6638 0.5869  -0.20
O21 4.6017 0.5913 2.8324  -0.20
H43 3.1673 0.2819 4.3192  0.13
H44 3.8884 1.9650 4.2678  0.12
H45 1.9892 2.4669 2.7660  0.13
H46 1.7489 0.6929 2.4866  0.08
C19 -2.8997 0.6517 2.6419  -0.12
C20 -4.2634 1.4419 2.8404  -0.14
O22 -3.8785 2.7041 3.3889  -0.19
S5 -2.2499 2.8606 3.4549  0.56
O23 -1.8484 2.5086 4.7593  -0.21
O24 -1.9337 4.0672 2.8223  -0.21
O25 -1.9138 1.7124 2.4575  -0.22
H47 -3.0006 0.1652 1.6971  0.07
H48 -2.6439 -0.0473 3.4533  0.12
H49 -4.9381 0.9902 3.5245  0.11
H50 -4.8146 1.4566 1.8802  0.12
C21 -4.1135 -0.5033 -3.3493  -0.14
C22 -2.8888 -1.3100 -2.9930  -0.14
O26 -2.9249 -1.5061 -1.5761  -0.21
S6 -4.4230 -1.4451 -1.0025  0.64
O27 -4.5302 -0.3528 -0.0726  -0.24
O28 -4.9572 -2.6947 -0.5911  -0.21
O29 -5.0748 -1.0233 -2.4285  -0.19
H51 -4.5574 -0.6637 -4.2958  0.13
H52 -4.0123 0.5896 -3.1813  0.12
H53 -1.9747 -0.7866 -3.3222  0.15
H54 -2.9464 -2.2687 -3.4134  0.10
C23 -1.8177 -3.4202 5.2310  -0.15
C24 -1.0239 -4.1908 4.2557  -0.17
O30 0.1748 -3.5047 3.9447  -0.19
S7 0.1010 -1.9765 4.3976  0.61
O31 -0.4330 -1.2201 3.3392  -0.21
O32 1.2728 -1.6126 5.1126  -0.21
O33 -1.0466 -2.2465 5.5076  -0.17
H55 -1.8978 -3.9218 6.1542  0.12
H56 -2.7680 -3.1824 4.8846  0.11
H57 -1.5482 -4.4095 3.3402  0.09
H58 -0.6582 -5.1725 4.7529  0.17

Results
Kohn-Sham gap ... 9.86 eV
Multiplicity ... 1
Electronic energy ... -169234.07543 eV
F_max ... 4.1 eV Å⁻¹
Total charge ... 0